No. 1
41
Properties=species:S:1:pos:R:3:forces:R:3:nbo_charge:R:1 method="wB97M-V/def2-TZVPD" charge=0 smiles="N#CCCN(Cc1cccnc1)C(=S)Nc1ccc(OC(F)F)cc1" gap_ha=0.31970 homo_energy_ev=-8.4 de_lowest_kcal_mol=0.0
N -4.776 -1.606 -1.755 0.0202 -0.5322 -0.1928 -0.329
C -4.750 -0.537 -1.349 -0.1149 -0.2616 -0.1265 0.282
C -4.701 0.809 -0.847 0.1222 0.7354 0.1984 -0.552
C -3.383 1.526 -1.200 -0.3555 0.2439 -0.0581 -0.193
N -2.217 0.945 -0.571 0.2497 0.0046 0.2005 -0.448
C -1.563 -0.156 -1.262 0.3115 -0.2933 -0.3093 -0.243
C -1.191 -1.302 -0.361 -0.0163 -0.3337 0.0091 -0.079
C -2.062 -1.788 0.607 0.1469 -0.1287 -0.1029 -0.155
C -1.665 -2.854 1.396 -0.0256 0.1092 -0.0768 -0.253
C -0.409 -3.401 1.181 -0.1675 -0.0702 0.1750 0.032
N 0.421 -2.957 0.254 0.4893 -0.3433 -0.0168 -0.417
C 0.040 -1.939 -0.493 -0.3975 0.3019 -0.1992 0.041
C -1.925 1.302 0.702 -0.0178 0.0913 0.2780 0.310
S -3.013 2.097 1.669 -0.2876 0.3281 0.4811 -0.250
N -0.721 0.957 1.245 -0.2117 -0.0720 0.1889 -0.615
C 0.534 0.916 0.637 0.5447 0.0855 -0.3423 0.134
C 1.551 0.184 1.241 -0.1609 0.2214 -0.1695 -0.215
C 2.814 0.126 0.682 0.1361 0.0063 0.0300 -0.205
C 3.068 0.814 -0.494 -0.0181 0.0845 -0.0995 0.245
O 4.299 0.830 -1.161 -0.9087 0.2607 -0.0229 -0.494
C 5.362 0.210 -0.644 1.4559 -0.3056 -0.1344 0.792
F 5.190 -1.128 -0.500 -0.2674 -0.2033 -0.1106 -0.345
F 5.692 0.657 0.595 -0.1168 0.2635 0.1718 -0.346
C 2.070 1.573 -1.092 0.3528 -0.2193 0.0400 -0.224
C 0.811 1.629 -0.529 -0.0068 -0.0310 0.2809 -0.239
H -5.537 1.369 -1.273 0.0210 -0.0010 0.0628 0.259
H -4.814 0.796 0.241 -0.0136 0.0691 -0.1451 0.285
H -3.228 1.522 -2.282 -0.0004 -0.0198 0.0798 0.209
H -3.471 2.560 -0.855 -0.0100 -0.1732 -0.1337 0.246
H -2.270 -0.531 -2.008 0.1096 0.1221 0.0532 0.241
H -0.666 0.195 -1.790 -0.1569 -0.1112 -0.0093 0.217
H -3.036 -1.342 0.745 -0.0869 0.0654 0.0414 0.220
H -2.319 -3.253 2.155 -0.0402 -0.0537 0.0781 0.223
H -0.048 -4.231 1.772 -0.0546 -0.0816 0.1066 0.194
H 0.754 -1.612 -1.239 0.0477 0.1671 -0.1019 0.194
H -0.716 0.979 2.256 -0.1363 0.1197 -0.2005 0.427
H 1.350 -0.353 2.155 -0.0473 -0.1300 0.0812 0.224
H 3.573 -0.460 1.172 0.0563 -0.0172 -0.0236 0.237
H 6.224 0.375 -1.310 -0.3869 -0.0063 0.1890 0.135
H 2.301 2.121 -1.991 0.0241 0.0808 -0.1126 0.231
H 0.053 2.257 -0.970 -0.0817 0.0279 -0.0574 0.226

No. 2
56
Properties=species:S:1:pos:R:3:forces:R:3:lowdin_spin:R:1 method="wB97M-V/def2-TZVPD" multiplicity=3 charge=0 s2=2.15 gap_ha="0.27224 / 0.27028" homo_energy_ev="-7.0 / -6.9" de_lowest_kcal_mol=0.0
V 0.303 0.238 0.857 -0.0683 0.1690 -0.1348 2.175
O -0.833 -1.137 -0.005 0.1265 0.2276 0.0972 0.022
C -1.292 -2.286 0.416 -0.0007 -0.0551 -0.0038 0.008
C -1.780 -3.208 -0.531 -0.0319 -0.0637 -0.0468 -0.001
C -2.221 -4.459 -0.167 0.0070 0.0261 0.0334 0.002
C -2.203 -4.855 1.173 0.0086 0.0208 -0.0073 -0.001
C -1.751 -3.963 2.119 -0.0044 -0.0508 -0.0049 0.002
C -1.303 -2.681 1.775 -0.0210 0.0250 0.0761 0.001
C -0.887 -1.757 2.820 0.0440 -0.0655 -0.0547 0.018
N -0.242 -0.609 2.663 0.0274 -0.0033 0.0934 0.009
C -0.099 -0.041 3.913 -0.0708 -0.0770 0.0451 0.010
C -0.647 -0.862 4.841 0.0613 0.0271 -0.0077 0.000
N -1.132 -1.945 4.141 -0.0732 0.0273 -0.0107 0.006
H -1.778 -2.892 -1.566 -0.0027 -0.0039 -0.0046 0.000
H -2.579 -5.142 -0.927 0.0025 0.0013 -0.0037 0.000
H -2.536 -5.842 1.464 -0.0002 -0.0023 0.0007 0.000
H -1.726 -4.281 3.156 0.0069 -0.0033 -0.0010 0.000
H 0.362 0.922 4.032 0.0006 0.0045 0.0060 0.001
H -0.748 -0.777 5.907 0.0077 -0.0002 0.0007 0.000
H -1.659 -2.706 4.526 -0.0081 -0.0011 -0.0017 0.000
C 2.521 -2.776 3.294 -0.0162 0.0126 -0.0021 0.000
Ge 3.271 -2.824 1.490 0.0135 0.0123 -0.0444 0.001
C 1.962 -3.355 0.144 0.0019 0.0572 0.0154 0.002
C 4.792 -4.058 1.485 -0.0147 -0.0061 -0.0159 0.000
C 3.992 -1.072 0.928 0.0124 -0.0499 0.0229 -0.001
Se 2.874 0.527 1.091 0.0210 0.0231 0.0330 0.009
C 3.126 0.850 2.984 0.0376 -0.0103 0.0251 0.011
H 2.020 -3.722 3.502 0.0108 -0.0128 -0.0090 0.000
H 1.793 -1.975 3.409 -0.0169 0.0019 -0.0009 0.000
H 3.314 -2.641 4.030 -0.0011 0.0128 0.0110 0.000
H 1.350 -4.192 0.480 -0.0133 -0.0058 0.0216 0.000
H 2.484 -3.653 -0.767 -0.0052 0.0019 -0.0080 0.000
H 1.294 -2.527 -0.103 0.0182 -0.0396 -0.0030 0.002
H 4.469 -5.070 1.732 -0.0123 0.0031 0.0015 0.000
H 5.539 -3.751 2.218 -0.0006 0.0049 0.0011 0.000
H 5.266 -4.084 0.503 0.0009 0.0014 -0.0019 0.000
H 4.216 -1.135 -0.139 0.0056 -0.0181 0.0013 0.000
H 4.934 -0.845 1.430 -0.0130 0.0262 0.0165 -0.001
H 2.739 0.025 3.577 0.0117 0.0061 -0.0201 0.000
H 2.571 1.759 3.201 0.0004 0.0152 -0.0020 -0.002
H 4.186 0.998 3.179 -0.0032 -0.0050 -0.0134 0.001
C -1.602 3.377 -1.234 0.0361 0.0328 0.0206 -0.004
Ge 0.120 2.853 -0.436 -0.1755 -0.0221 -0.0008 -0.024
C 0.816 1.397 -1.629 0.0035 0.0479 -0.0359 0.009
C 1.371 4.346 -0.712 0.0553 -0.0425 0.0427 -0.003
C 0.007 2.047 1.304 0.0264 -0.2410 -0.1499 -0.245
H -1.459 3.771 -2.242 -0.0012 -0.0008 0.0012 0.000
H -2.094 4.143 -0.633 0.0122 0.0028 0.0037 0.000
H -2.265 2.513 -1.289 0.0109 -0.0148 0.0110 0.000
H 0.448 1.654 -2.624 0.0254 -0.0368 -0.0261 0.000
H 0.476 0.363 -1.479 -0.0241 0.0216 0.0517 0.004
H 1.906 1.405 -1.664 -0.0021 -0.0037 -0.0012 0.002
H 1.399 4.614 -1.770 0.0034 0.0077 -0.0067 0.000
H 2.378 4.069 -0.398 0.0009 -0.0136 0.0054 0.000
H 1.066 5.224 -0.143 -0.0313 -0.0127 0.0043 0.000
H -0.405 2.617 2.139 0.0111 0.0416 -0.0198 -0.014

No. 3
92
Properties=species:S:1:pos:R:3:forces:R:3:mulliken_charge:R:1 method="wB97M-V/def2-TZVPD" charge=+1 gap_ha=0.13338 homo_energy_ev=-12.5
Tl 1.399 -2.093 2.631 -0.6283 0.1849 -0.1677 1.010
O 2.770 -0.110 -3.053 -0.7056 0.3665 0.8407 -0.590
H 2.115 0.020 -3.766 0.3529 -0.3832 -0.4294 0.348
O 0.586 0.143 -1.620 0.0091 0.1465 1.4543 0.515
C 0.917 -0.260 -0.422 -0.0936 -0.9724 -0.6268 0.277
O 2.052 -0.816 -0.259 0.3002 0.0835 -0.0069 -0.380
O 0.217 -0.311 0.593 -0.0475 0.3764 -0.1207 -0.103
H 1.462 0.011 -2.090 0.5938 0.3254 -0.9473 -0.135
C -0.253 7.497 0.997 -0.4441 -0.4596 -0.9306 -0.729
O -0.200 6.115 0.627 0.4682 -0.9986 0.5599 -0.197
C -0.979 5.584 -0.321 0.0378 2.0001 0.0534 0.481
O -1.705 6.195 -1.061 -0.0437 -0.2527 0.1206 -0.577
O -0.769 4.290 -0.301 0.2888 -1.7849 0.4340 0.048
C -1.504 3.493 -1.201 -0.7224 -0.1197 -1.9421 -0.526
H 0.352 7.592 1.893 -0.0595 -0.0377 0.0030 0.209
H -1.298 7.745 1.177 0.1291 0.3968 0.0125 0.316
H 0.180 8.063 0.173 -0.1932 0.3379 0.1659 0.300
H -1.174 2.460 -1.315 0.5869 0.1267 1.0524 -0.295
H -1.397 3.864 -2.225 -0.0479 0.4121 0.0993 0.438
H -2.577 3.444 -1.019 0.0486 0.2910 0.4567 0.503
C -2.882 -3.686 4.419 0.3692 -0.0808 -0.5194 -0.536
O -3.468 -2.687 3.567 0.0153 0.1973 0.6502 -0.361
C -2.614 -1.853 2.987 -1.2216 -0.2019 -1.3496 0.604
O -1.432 -1.996 2.879 1.5098 -0.0535 0.5212 -0.359
O -3.323 -0.926 2.355 -0.5269 -0.0821 0.8477 -0.393
C -2.692 0.175 1.742 0.8751 1.0276 -0.2797 0.035
H -3.643 -4.435 4.609 -0.0978 0.1317 0.0083 0.264
H -2.522 -3.244 5.345 -0.1022 0.0588 0.0252 0.292
H -2.044 -4.132 3.883 0.0016 -0.1400 0.1509 0.133
H -2.190 -0.096 0.813 -0.3014 -0.1189 -0.0587 0.054
H -1.927 0.684 2.335 -0.0782 -0.5616 0.4255 -0.318
H -3.462 0.924 1.579 -0.1151 -0.2497 -0.2824 0.382
C -0.288 -6.415 1.392 1.2932 0.3660 1.1999 -0.668
O -1.030 -5.771 0.369 -0.9362 -0.7197 0.7741 -0.365
C -0.824 -4.485 0.177 0.9899 -0.1465 -0.9399 0.720
O 0.016 -3.799 0.723 -0.1800 0.2178 0.3728 -0.379
O -1.570 -4.131 -0.855 -0.3732 0.3903 -0.1241 -0.384
C -1.305 -2.873 -1.467 0.1149 1.1832 0.2893 -0.087
H 0.663 -6.727 0.964 0.0167 -0.1214 0.0986 0.307
H -0.741 -7.246 1.931 -0.8231 -0.2122 -1.1226 0.299
H -0.084 -5.760 2.244 0.1488 0.4870 -0.4277 0.215
H -0.413 -2.897 -2.092 -0.0539 -0.3841 -0.1559 0.223
H -1.132 -2.069 -0.747 -0.0057 -0.3293 0.3977 -0.118
H -2.176 -2.540 -2.026 -0.0575 -0.6059 -0.2059 0.294
C -5.184 -0.674 -0.187 -0.4871 -1.2421 -0.9104 -0.718
O -4.231 0.177 -0.803 0.6815 0.7059 0.5400 -0.310
C -3.690 -0.168 -1.969 -1.1613 -0.4278 -0.1716 0.695
O -4.037 -1.074 -2.680 0.1133 -0.3015 0.1914 -0.586
O -2.742 0.703 -2.237 1.1142 1.3033 0.3440 -0.086
C -1.975 0.574 -3.429 -0.3381 -0.7823 -0.6727 -0.641
H -6.140 -0.527 -0.689 -0.0805 -0.0773 0.2279 0.323
H -5.262 -0.535 0.886 0.2418 0.6714 -0.1216 0.213
H -4.873 -1.713 -0.329 -0.1326 -0.0006 -0.1018 0.329
H -0.915 0.677 -3.214 -0.2016 -0.0356 0.3252 0.032
H -2.237 1.322 -4.176 -0.3313 0.1303 0.2236 0.284
H -2.198 -0.412 -3.836 0.2650 0.0530 -0.2159 0.470
C -0.806 1.144 6.132 -0.9385 -0.5193 0.0553 -0.658
O -0.240 2.052 5.198 -0.1303 -0.5097 -0.2520 -0.357
C 0.004 1.566 3.972 1.6473 0.8790 0.2028 0.516
O 0.248 0.426 3.647 -0.4047 -0.2981 0.2979 -0.316
O 0.140 2.627 3.203 -0.7440 0.6512 -0.3063 -0.395
C 0.889 2.607 1.990 1.0076 0.0641 0.3198 -0.195
H -0.287 0.188 6.192 0.1434 0.1368 -0.1826 0.275
H -1.840 0.987 5.807 0.0558 -0.2868 0.2247 0.285
H -0.847 1.593 7.120 0.3016 0.2962 -0.1880 0.263
H 0.382 2.186 1.127 -0.2439 -0.1562 0.2488 -0.194
H 1.837 2.108 2.205 -0.0925 -0.3503 -0.3087 0.410
H 1.151 3.643 1.788 -0.3796 0.0589 -0.0475 0.287
C 1.850 2.934 -2.962 0.8730 0.3033 -0.4395 -0.340
O 1.962 3.802 -1.823 -0.7368 -0.0206 -0.4115 -0.285
C 2.751 3.345 -0.871 1.7097 0.1955 0.3737 0.944
O 3.317 2.277 -0.874 -0.3951 -0.5332 0.2013 -0.569
O 2.980 4.301 0.022 -1.1865 0.4301 0.4630 -0.273
C 4.089 4.174 0.919 0.9441 -0.9817 -0.7363 -0.856
H 1.772 3.545 -3.859 -0.5292 0.2868 0.2562 0.415
H 1.024 2.238 -2.861 -0.0758 0.0796 0.0673 -0.182
H 2.809 2.431 -3.090 -0.1744 -0.4435 0.1352 0.369
H 4.939 4.456 0.297 0.2978 0.3340 0.5501 0.363
H 4.296 3.149 1.233 -0.4488 -0.1116 -0.1848 0.336
H 3.981 4.763 1.822 -0.4031 0.4508 -0.3801 0.281
C 5.785 -5.347 -2.536 -0.2856 0.5693 0.6969 -0.652
O 4.635 -5.090 -3.343 -0.0454 0.1804 -1.0569 -0.351
C 3.993 -3.929 -3.283 0.6269 -0.6666 1.8406 0.776
O 4.214 -3.091 -2.441 -0.3337 0.4730 -0.6504 -0.539
O 3.020 -3.964 -4.177 -0.6432 -0.0939 -0.2465 -0.279
C 2.190 -2.836 -4.299 0.3333 1.9101 -0.9541 -0.324
H 5.416 -5.676 -1.563 0.2239 -0.7642 -0.1918 0.282
H 6.396 -4.487 -2.254 -0.2165 0.3622 -0.7232 0.325
H 6.358 -6.041 -3.140 0.0753 -0.3207 0.5009 0.245
H 1.439 -2.975 -5.074 -0.1174 -0.7688 0.2620 0.375
H 2.777 -2.007 -4.715 0.2880 -0.0588 0.0764 0.280
H 1.750 -2.390 -3.407 0.0229 -0.8650 0.4523 -0.031

No. 4
22
Properties=species:S:1:pos:R:3:forces:R:3:nbo_charge:R:1 method="wB97M-V/def2-TZVPD" charge=+1 gap_ha=0.14249 homo_energy_ev=-12.6 de_lowest_kcal_mol=128.3
N 2.247 2.133 2.879 -0.3697 -0.3216 -1.2409 -1.078
C 0.342 3.391 -0.539 -0.3355 0.4745 1.8213 -0.354
C 0.354 3.105 -1.836 -0.2396 0.0194 3.2570 -0.399
S 1.082 -0.298 0.106 -3.9956 0.3126 -0.2416 0.235
S -0.949 -0.084 0.018 3.9971 -0.3104 0.1017 0.638
C -1.799 -1.496 -0.686 -1.5434 -0.0913 1.5785 -0.599
C -1.528 -2.848 -0.010 3.2319 0.7341 -2.6300 -0.382
C -0.226 -3.461 -0.775 -4.0588 -1.2972 1.5436 -0.597
H 2.955 1.893 3.564 -0.2275 -0.4911 -0.4864 0.388
H 1.962 1.445 2.143 0.8437 0.7474 1.5462 0.349
H 1.439 2.516 3.330 -0.2644 0.0608 0.1825 0.368
H 0.797 2.743 0.240 -0.2594 0.1750 -0.7600 0.168
H -0.163 4.240 -0.054 0.4984 0.0502 -0.6570 0.204
H -0.101 3.788 -2.474 -0.4972 0.4448 -1.7187 0.227
H 0.646 2.104 -1.893 0.7989 -1.2061 -1.9120 0.181
H -2.828 -1.148 -0.456 0.2684 -0.0830 -0.4246 0.269
H -1.655 -1.585 -1.727 0.2093 0.3408 -1.3620 0.276
H -1.280 -2.637 0.971 0.5431 0.0835 2.2696 0.200
H -2.316 -3.529 -0.012 -1.6195 -0.7505 -0.3418 0.245
H 0.019 -4.291 -0.088 0.8544 0.4195 -0.7858 0.241
H 0.424 -2.647 -0.872 1.5304 0.4067 -0.2429 0.194
H -0.610 -3.857 -1.739 0.6351 0.2818 0.5031 0.226